(1)
A single C2H2O2 molecule, computed with the ωB97M-V functional and the def2-TZVPD basis.

Each line ends with the Löwdin charge.
CARTESIAN COORDINATES (ANGSTROEM)
1 C 0.65754 0.11617 0.33066  -0.24
2 C -0.71873 0.05229 -0.30814  -0.20
3 O 1.27010 -0.77425 -0.06902  0.12
4 O -1.67471 -0.50140 0.19088  0.08
5 H 1.12925 0.78203 1.16289  0.15
6 H -0.66345 0.32517 -1.30726  0.10

Force components x, y, z for each atom (eV/Å):
C -1.6 3.4 3.2
C -1.3 -0.5 2.6
O 3.4 -3.9 -1.9
O 0.9 0.8 -0.3
H -1.3 -0.3 -1.1
H -0.2 0.6 -2.5

Strongest force on any atom: 5.50 eV/A
E: -6199.35896 eV

***

(2)
A molecular structure, C2H2O2Pt, computed with the ωB97M-V functional and the def2-TZVPD basis.

Each line ends with the Mulliken spin population.
CARTESIAN COORDINATES (ANGSTROEM)
1 O 0.40334 1.61232 0.22034  0.18
2 C -0.56598 0.87712 0.09453  0.78
3 C -0.40589 -0.59898 -0.10139  0.07
4 O 0.87742 -0.97547 -0.11530  0.50
5 Pt 1.89428 0.43438 -0.14310  1.45
6 H -1.07855 -0.96545 -0.89680  -0.01
7 H -1.12462 -0.38391 0.94172  0.03

Force components x, y, z for each atom (eV/Å):
O -4.0 2.0 1.2
C 1.0 1.2 -1.8
C -4.7 2.2 1.3
O -3.0 -5.9 0.4
Pt 8.8 3.2 -0.8
H 0.3 -0.3 0.7
H 1.6 -2.4 -0.9

Strongest force on any atom: 9.43 eV/A
E: -9431.52372 eV
Spin multiplicity: 4
Charge: +1

***

(3)
A single C2H2O2S molecule, computed with the ωB97M-V functional and the def2-TZVPD basis.

Each line ends with the Löwdin charge.
CARTESIAN COORDINATES (ANGSTROEM)
1 C -0.24917 -0.03208 0.85453  -0.61
2 C 0.67747 -0.08877 -0.30171  -0.56
3 H -0.21709 0.25818 2.66383  0.12
4 H 1.66079 -0.56421 -0.06141  0.08
5 O 0.49286 0.28642 1.99880  0.06
6 O -1.38879 -0.31497 0.94072  0.13
7 S 0.19712 0.07872 -1.83972  0.77

Force components x, y, z for each atom (eV/Å):
C 2.3 0.5 1.9
C 0.2 -1.4 -1.6
H 0.4 0.1 0.3
H -0.7 0.9 -0.1
O -1.2 -0.2 -1.0
O -1.5 -0.2 -0.5
S 0.3 0.2 1.0

Strongest force on any atom: 3.04 eV/A
E: -17035.69535 eV

***

(4)
2 unconnected molecules or ions with the total composition C2H2O2S2, computed with the ωB97M-V functional and the def2-TZVPD basis.

Each line ends with the Löwdin charge.
CARTESIAN COORDINATES (ANGSTROEM)
1 C 1.13127 1.20394 -0.16849  0.09
2 C 1.28935 0.06650 0.25800  -0.32
3 O -1.30994 -1.34179 0.13188  -0.62
4 O 1.61084 -1.18167 0.35318  0.05
5 S -2.64756 1.05540 0.47383  0.27
6 S -1.92838 -0.27190 -0.65733  0.41
7 H 1.09120 2.15568 -0.56622  0.00
8 H 0.76322 -1.68616 0.17516  0.12

Force components x, y, z for each atom (eV/Å):
C 0.4 -3.4 1.6
C 0.1 3.1 -2.2
O 0.1 -0.2 -0.8
O -1.4 -1.3 0.4
S 0.0 -0.2 -0.8
S 0.0 0.4 1.6
H -0.2 1.3 -0.2
H 1.0 0.4 0.4

Strongest force on any atom: 3.76 eV/A
E: -27868.32481 eV

***

(5)
A single C2H2O2S2 molecule, computed with the ωB97M-V functional and the def2-TZVPD basis.

Each line ends with the Löwdin charge.
CARTESIAN COORDINATES (ANGSTROEM)
1 C -0.47377 0.19282 -0.56726  -0.82
2 C 0.49339 -0.24393 0.53146  -0.76
3 H -1.77708 -0.46792 -2.28104  -0.11
4 H 1.67050 0.51328 2.44353  -0.08
5 O -0.74709 1.36669 -0.66431  0.00
6 O 0.86061 -1.39148 0.69435  0.01
7 S -0.98197 -1.18808 -1.51061  0.92
8 S 0.92451 1.21680 1.49886  0.85

Force components x, y, z for each atom (eV/Å):
C 0.2 0.7 0.1
C 0.9 -0.8 1.1
H -0.3 0.3 -0.4
H -0.6 0.5 -0.9
O -0.2 -1.0 -0.4
O -0.5 1.7 -0.3
S 0.1 -0.2 0.1
S 0.6 -1.2 0.6

Strongest force on any atom: 1.80 eV/A
E: -27871.41544 eV

***

(6)
A molecular structure, C2H2O2Zn, computed with the ωB97M-V functional and the def2-TZVPD basis.

Each line ends with the Löwdin charge.
CARTESIAN COORDINATES (ANGSTROEM)
1 H -1.69360 -1.22444 0.72326  0.11
2 C -1.14565 -0.48043 0.13179  -0.28
3 C -1.51742 0.75243 -0.21166  -0.19
4 H -2.56661 0.88373 -0.48759  0.02
5 O 0.22338 -0.96759 0.09856  -0.24
6 O 1.22873 0.04537 0.20297  -0.38
7 Zn 0.30402 1.45473 -0.62045  0.95

Force components x, y, z for each atom (eV/Å):
H -0.2 0.0 -1.0
C 2.0 -0.4 0.9
C 0.3 -0.4 -1.2
H 0.4 0.5 0.7
O -1.7 0.6 0.7
O 0.3 0.2 -0.5
Zn -1.0 -0.5 0.4

Strongest force on any atom: 2.20 eV/A
E: -54613.57874 eV

***

(7)
A single C2H2O3 molecule, computed with the ωB97M-V functional and the def2-TZVPD basis.

Each line ends with the Löwdin charge.
CARTESIAN COORDINATES (ANGSTROEM)
1 C -0.90969 -0.11277 0.43132  -0.15
2 C 0.35287 0.07843 -0.44965  -0.23
3 O -1.97156 -0.00848 -0.11073  0.10
4 O 1.36584 0.64530 0.22774  0.00
5 O 1.56800 -0.77293 -0.11364  0.03
6 H -0.66412 -0.18348 1.45444  0.12
7 H 0.25867 0.35394 -1.43948  0.13

Force components x, y, z for each atom (eV/Å):
C 1.0 0.5 -3.4
C 1.2 -2.2 3.0
O -0.4 -0.2 0.7
O 1.2 0.7 0.6
O -2.5 1.4 -0.6
H -0.1 -0.4 1.8
H -0.4 0.2 -2.2

Strongest force on any atom: 3.94 eV/A
E: -8244.07938 eV

***

(8)
A single C2H2O3S molecule, computed with the ωB97M-V functional and the def2-TZVPD basis.

Each line ends with the Löwdin charge.
CARTESIAN COORDINATES (ANGSTROEM)
1 C 0.74640 -0.42801 -0.21869  -0.57
2 C -0.59690 0.39855 -0.25084  -0.73
3 H 2.62870 -0.25110 0.45082  0.27
4 H -2.57176 0.56930 0.63669  0.00
5 O 1.72001 0.33439 0.13718  0.11
6 O 0.65300 -1.64270 -0.36389  0.05
7 O -0.60113 1.63507 -0.36227  0.01
8 S -1.97832 -0.61548 -0.02899  0.86

Force components x, y, z for each atom (eV/Å):
C -3.0 -2.2 -0.1
C 1.7 3.3 -0.7
H -3.8 2.1 -1.6
H 0.5 -2.2 -1.4
O 5.1 -1.7 1.6
O 1.1 1.9 0.1
O -0.1 -3.3 0.4
S -1.5 2.0 1.6

Strongest force on any atom: 5.58 eV/A
E: -19082.98474 eV

***

(9)
A single C2H2O3S molecule, computed with the ωB97M-V functional and the def2-TZVPD basis.

Each line ends with the Löwdin charge.
CARTESIAN COORDINATES (ANGSTROEM)
1 C 0.32336 0.44596 -0.25369  -0.61
2 C -1.14870 -0.25374 -0.06425  -0.44
3 H -0.69576 2.26809 -0.37210  0.21
4 H 0.24216 -1.48581 -0.31577  0.07
5 O 0.25789 1.81168 -0.19694  -0.04
6 O -0.93156 -1.57636 -0.31655  -0.02
7 O -2.18474 0.29780 0.44066  0.05
8 S 1.76706 -0.38754 0.19864  0.77

Force components x, y, z for each atom (eV/Å):
C -0.5 2.6 2.9
C -1.8 -0.8 1.6
H 2.8 -2.3 0.7
H -3.1 -1.2 0.0
O -1.8 -0.6 -1.2
O 2.4 3.0 0.5
O 5.0 -2.0 -2.9
S -3.0 1.3 -1.6

Strongest force on any atom: 6.13 eV/A
E: -19082.01904 eV

***

(10)
A molecular structure, C2H2O3Tl, computed with the ωB97M-V functional and the def2-TZVPD basis.

Each line ends with the Mulliken spin population.
CARTESIAN COORDINATES (ANGSTROEM)
1 O 0.76450 -0.11605 1.29503  0.28
2 C 0.78885 0.32819 0.09039  0.13
3 Tl -0.56258 -1.83326 1.72844  0.01
4 H 1.50590 -0.10806 -0.63415  0.07
5 O -1.38731 -0.83109 -0.10781  0.09
6 C -0.66957 -0.03997 -0.72687  0.14
7 O -0.90237 1.08460 -1.23390  0.30
8 H 0.46257 1.51564 -0.41113  -0.01

Force components x, y, z for each atom (eV/Å):
O 0.7 1.3 -0.5
C 0.5 3.1 -2.0
Tl -0.4 -1.6 1.5
H -0.1 -0.2 0.1
O -0.4 -0.7 -2.3
C -2.2 3.6 1.6
O -0.7 -3.0 -1.2
H 2.6 -2.5 2.8

Strongest force on any atom: 4.53 eV/A
E: -12938.57517 eV
Spin multiplicity: 2

***

(11)
A single C2H2O4 molecule, computed with the ωB97M-V functional and the def2-TZVPD basis.

Each line ends with the Löwdin charge.
CARTESIAN COORDINATES (ANGSTROEM)
1 C 0.65985 -0.00402 0.12395  -0.36
2 C -0.66142 -0.00317 -0.11833  -0.36
3 O 1.61677 -0.86672 0.45744  0.13
4 O -1.61652 -0.86418 -0.46152  0.13
5 O 0.77911 1.37475 0.16282  0.10
6 O -0.77718 1.37554 -0.16673  0.10
7 H -2.49385 -0.50760 -0.26818  0.13
8 H 2.49324 -0.50459 0.27054  0.13

Force components x, y, z for each atom (eV/Å):
C -2.2 -0.9 -0.1
C 2.2 -0.9 0.1
O 0.5 0.1 0.3
O -0.5 0.1 -0.3
O -2.1 0.9 -0.5
O 2.1 0.9 0.5
H 0.1 -0.1 0.2
H -0.1 -0.1 -0.2

Strongest force on any atom: 2.38 eV/A
E: -10290.89679 eV

***

(12)
A single C2H2O5S molecule, computed with the ωB97M-V functional and the def2-TZVPD basis.

Each line ends with the Löwdin charge.
CARTESIAN COORDINATES (ANGSTROEM)
1 C -0.84037 0.89276 0.38304  -0.49
2 C 0.16696 -0.12057 0.83734  -0.07
3 O -1.72145 1.37160 1.03606  0.18
4 O 1.87033 -1.29757 -0.81333  -0.25
5 O -0.59478 -1.63215 -1.10595  -0.19
6 O -0.67580 1.31786 -0.90435  0.07
7 O 0.51496 0.65834 -1.44397  -0.14
8 S 0.48698 -0.85659 -0.72513  0.69
9 H 1.00011 0.37460 1.18665  0.11
10 H -0.20694 -0.70829 1.54965  0.09

Force components x, y, z for each atom (eV/Å):
C -1.3 1.4 1.5
C -0.7 1.6 -3.6
O 0.5 -0.4 -0.5
O -2.2 0.5 -0.3
O -2.1 -1.2 -1.0
O 0.7 -0.6 -0.5
O -0.8 -0.6 0.5
S 5.5 0.8 0.9
H 2.1 1.0 0.5
H -1.6 -2.6 2.5

Strongest force on any atom: 5.59 eV/A
E: -23175.25225 eV

***

> Which of these has the highest E?

C2H2O2

***

> Which of these has the lowest strongest force on any atom?

number 5

***

> Look up the E of the third one.

-17035.69535 eV